# 1
{
  "formula": "C33H39IN3O2SeSiV",
  "method": "the ωB97M-V functional and the def2-TZVPD basis",
  "species": ["V", "I", "C", "C", "C", "C", "N", "C", "H", "H", "H", "H", "C", "N", "C", "Se", "N", "C", "C", "C", "C", "C", "C", "H", "H", "H", "H", "H", "H", "H", "H", "C", "C", "C", "C", "Si", "O", "C", "C", "C", "C", "C", "C", "C", "C", "C", "C", "C", "C", "H", "H", "H", "H", "H", "H", "H", "H", "H", "H", "H", "H", "H", "H", "H", "H", "H", "H", "H", "C", "C", "C", "O", "C", "H", "H", "H", "H", "H", "H", "H", "H"],
  "positions_angstrom": [[-0.4003, -0.6164, 1.6290], [-0.1924, -6.2542, -0.1571], [-1.1239, -4.8055, 0.9765], [-2.2107, -5.0969, 1.7916], [-2.7938, -4.0772, 2.5312], [-2.2736, -2.8030, 2.4471], [-1.2157, -2.5197, 1.6664], [-0.6606, -3.5001, 0.9360], [-2.6008, -6.1044, 1.8449], [-3.6485, -4.2674, 3.1648], [-2.7001, -1.9770, 3.0035], [0.1740, -3.2228, 0.3002], [-1.3563, 3.3490, -0.4057], [-2.3417, 2.3147, -0.6886], [-2.7273, 1.3216, 0.1102], [-2.2045, 1.0354, 1.9011], [-3.6500, 0.5900, -0.5314], [-3.8883, 1.1322, -1.7916], [-4.7546, 0.7693, -2.8158], [-4.7286, 1.5668, -3.9419], [-3.8726, 2.6773, -4.0453], [-3.0146, 3.0325, -3.0251], [-3.0475, 2.2301, -1.8911], [-0.8948, 3.1363, 0.5533], [-1.8490, 4.3189, -0.3747], [-0.6004, 3.3316, -1.1900], [-4.1232, -0.1924, -0.1107], [-5.4169, -0.0808, -2.7365], [-5.3875, 1.3344, -4.7665], [-3.8949, 3.2714, -4.9479], [-2.3621, 3.8900, -3.1053], [4.0573, 1.8480, -0.7011], [2.8196, 1.4967, 0.1418], [2.0741, 2.7686, 0.5666], [3.2929, 0.7622, 1.4033], [1.6991, 0.3608, -0.8345], [0.4182, -0.0592, 0.2594], [2.4769, -1.2706, -1.2245], [2.9901, -1.5192, -2.4995], [3.5974, -2.7294, -2.8068], [3.7027, -3.7172, -1.8397], [3.2069, -3.4922, -0.5606], [2.6048, -2.2797, -0.2645], [0.8233, 1.0822, -2.3010], [1.1505, 2.3076, -2.8898], [0.4945, 2.7547, -4.0310], [-0.5001, 1.9778, -4.6056], [-0.8433, 0.7570, -4.0402], [-0.1848, 0.3155, -2.9029], [4.7583, 2.4360, -0.1031], [3.8133, 2.4394, -1.5817], [4.5846, 0.9527, -1.0354], [2.7315, 3.4051, 1.1652], [1.1976, 2.5348, 1.1803], [1.7349, 3.3605, -0.2827], [3.8698, 1.4484, 2.0296], [3.9334, -0.0894, 1.1686], [2.4621, 0.3967, 2.0213], [2.9076, -0.7636, -3.2731], [3.9863, -2.9010, -3.8010], [4.1773, -4.6594, -2.0781], [3.3056, -4.2543, 0.2014], [2.2617, -2.1154, 0.7570], [1.9320, 2.9247, -2.4711], [0.7708, 3.7006, -4.4773], [-0.9991, 2.3162, -5.5043], [-1.6079, 0.1442, -4.4995], [-0.4493, -0.6525, -2.4886], [-0.3172, 0.4613, 5.6057], [-0.4105, -1.0613, 5.8615], [0.2359, -1.6994, 4.6400], [0.1479, -0.6643, 3.6057], [0.4858, 0.5728, 4.3253], [0.1658, 0.9962, 6.4199], [-1.3101, 0.8874, 5.4680], [-1.4489, -1.3698, 5.9644], [0.1156, -1.3621, 6.7651], [-0.2517, -2.5919, 4.2579], [1.2981, -1.9017, 4.7859], [0.2359, 1.4128, 3.6787], [1.5638, 0.5487, 4.4947]],
  "forces_ev_per_a": [[-0.431, 0.094, 0.881], [0.069, -0.118, -0.103], [-0.064, 0.127, 0.079], [0.001, 0.016, 0.000], [-0.009, 0.020, -0.009], [-0.007, 0.004, 0.003], [-0.040, -0.231, -0.117], [0.039, 0.020, -0.038], [-0.001, -0.008, 0.005], [0.009, -0.012, 0.008], [-0.004, -0.009, -0.001], [0.014, -0.030, 0.020], [-0.011, -0.039, 0.010], [-0.015, -0.021, -0.049], [0.060, -0.072, -0.049], [-0.220, 0.171, 0.214], [0.023, 0.049, -0.032], [-0.037, -0.114, 0.029], [0.066, 0.024, -0.011], [0.061, 0.030, -0.018], [-0.080, -0.022, 0.036], [-0.160, 0.020, 0.074], [0.024, 0.105, 0.031], [-0.017, 0.039, -0.015], [0.002, 0.015, 0.007], [-0.041, 0.012, 0.038], [-0.040, 0.011, 0.006], [-0.016, -0.013, 0.005], [-0.010, 0.006, -0.014], [-0.007, 0.013, -0.018], [0.013, -0.006, 0.013], [0.017, 0.017, 0.076], [0.031, 0.116, 0.026], [0.042, -0.007, 0.061], [0.023, -0.050, 0.088], [-0.431, -0.147, 0.477], [0.872, 0.110, -0.874], [0.089, -0.181, -0.137], [-0.052, 0.006, -0.056], [-0.004, -0.015, 0.041], [-0.010, -0.004, 0.016], [0.023, 0.019, -0.077], [0.024, 0.013, 0.145], [-0.006, 0.048, -0.199], [-0.065, -0.068, -0.029], [-0.008, -0.055, 0.011], [0.107, -0.020, -0.060], [0.108, -0.051, 0.011], [-0.029, 0.031, -0.010], [0.000, 0.003, 0.019], [-0.028, 0.027, -0.055], [0.004, -0.027, 0.004], [0.011, -0.003, -0.001], [0.030, -0.028, 0.018], [0.001, 0.019, -0.049], [0.036, -0.007, -0.018], [-0.015, -0.001, -0.021], [-0.024, 0.030, -0.042], [-0.009, 0.011, -0.002], [0.010, -0.001, -0.015], [0.007, -0.011, 0.001], [-0.003, -0.013, 0.010], [-0.018, 0.042, -0.041], [0.060, 0.040, 0.030], [0.019, 0.011, -0.009], [-0.006, 0.006, -0.003], [-0.033, -0.009, 0.013], [0.017, -0.022, 0.014], [-0.020, 0.041, 0.025], [-0.005, -0.025, 0.080], [0.098, -0.044, -0.203], [0.033, 0.163, -0.263], [0.035, -0.077, -0.107], [0.001, -0.008, 0.003], [0.015, 0.015, 0.009], [0.009, -0.017, 0.000], [-0.015, 0.012, -0.002], [-0.032, 0.021, 0.036], [-0.027, -0.020, 0.026], [-0.033, -0.013, 0.038], [-0.019, 0.042, 0.018]],
  "e_homo_ha": [-0.5084, -0.5084],
  "orbital_gap_ev": [8.0, 8.1],
  "total_charge": 2,
  "spin_multiplicity": 3,
  "e_lumo_ev": [-5.86, -5.78]
}


# 2
{
  "formula": "C7H11FO3",
  "method": "the ωB97M-V functional and the def2-TZVPD basis",
  "species": ["C", "O", "C", "O", "C", "F", "O", "C", "C", "C", "C", "H", "H", "H", "H", "H", "H", "H", "H", "H", "H", "H"],
  "positions_angstrom": [[-3.7036, -1.1603, -0.2985], [-2.4989, -0.4295, -0.4898], [-2.1830, 0.4737, 0.4550], [-2.8078, 0.6638, 1.4694], [-0.9690, 1.1961, 0.1024], [-0.5385, 2.1570, 0.9344], [-0.3530, 1.1453, -1.1428], [0.4682, 0.1508, -0.5620], [1.8132, 0.4890, -0.0286], [2.0915, -0.2534, 1.2780], [2.8542, 0.1196, -1.0978], [-4.4531, -0.7952, -1.0020], [-4.0610, -1.0285, 0.7245], [-3.4895, -2.2097, -0.4961], [0.1482, -0.8670, -0.7247], [1.8577, 1.5689, 0.1418], [1.4114, 0.0751, 2.0604], [3.1116, -0.0614, 1.6028], [1.9703, -1.3262, 1.1386], [2.8252, -0.9475, -1.3025], [3.8480, 0.3806, -0.7422], [2.6580, 0.6589, -2.0205]],
  "forces_ev_per_a": [[-0.333, -0.141, 0.273], [0.355, 0.188, -0.184], [-0.648, 0.007, 0.135], [0.222, 0.056, -0.167], [4.362, -2.576, -0.795], [-0.441, 0.007, -0.376], [-0.312, 0.530, -0.568], [-3.344, 2.075, 2.340], [0.183, 0.024, -0.172], [-0.117, 0.185, -0.124], [-0.135, 0.219, 0.164], [0.058, -0.022, 0.035], [0.004, -0.086, -0.168], [0.000, 0.072, -0.011], [-0.029, -0.129, -0.287], [-0.084, -0.097, -0.011], [-0.065, -0.019, 0.063], [0.089, -0.029, 0.042], [0.014, -0.126, 0.025], [0.041, -0.149, -0.044], [0.131, -0.012, -0.031], [0.051, 0.023, -0.138]],
  "e_homo_ha": -0.3211,
  "orbital_gap_ev": 9.1,
  "smiles": "COC(=O)[C@]1(F)O[C@H]1C(C)C",
  "e_lumo_ev": 0.36
}


# 3
{
  "formula": "C9H10N2O2",
  "method": "the ωB97M-V functional and the def2-TZVPD basis",
  "species": ["H", "N", "C", "N", "C", "O", "C", "C", "C", "C", "C", "C", "C", "O", "H", "H", "H", "H", "H", "H", "H", "H", "H"],
  "positions_angstrom": [[2.1990, -2.2323, -0.1821], [3.1147, -1.7907, -0.1751], [2.8778, -0.5567, -0.0134], [3.8258, 0.4225, 0.0997], [1.4746, -0.0191, 0.2260], [1.3202, 1.1830, -0.5160], [0.0736, 1.7188, -0.0663], [-1.0642, 0.7263, -0.0751], [-2.3987, 1.0719, 0.0064], [-3.4350, 0.0885, -0.0438], [-3.0962, -1.2751, -0.0833], [-1.7394, -1.6605, -0.0770], [-0.7787, -0.6519, -0.0555], [0.5572, -1.0312, -0.0879], [3.4552, 1.3148, -0.1664], [4.7297, 0.1375, -0.2551], [1.2973, 0.2175, 1.2936], [-0.2126, 2.6222, -0.5738], [0.2468, 2.0255, 0.9656], [-2.6574, 2.1181, 0.0541], [-4.4809, 0.3824, -0.0142], [-3.8387, -2.0773, -0.1423], [-1.4704, -2.7341, -0.1179]],
  "forces_ev_per_a": [[0.199, -0.476, -0.039], [-0.064, 0.282, -0.107], [-0.332, -0.245, 0.417], [0.082, -0.478, -0.053], [0.143, 0.214, 0.301], [-1.104, -0.753, 0.098], [-0.178, 0.116, 0.855], [-0.163, -1.258, 0.260], [-1.131, -0.813, -0.425], [1.068, -0.037, 0.319], [0.682, 0.314, -0.112], [-0.550, 0.242, -0.073], [0.865, -0.012, -0.299], [-0.526, 0.023, -0.487], [0.401, 0.418, -0.171], [-0.100, 0.328, 0.045], [0.399, 0.054, -0.174], [0.244, 0.219, -0.755], [-0.107, 0.149, 0.308], [-0.178, 0.174, -0.039], [0.242, 0.059, -0.036], [0.083, 0.537, 0.087], [0.026, 0.942, 0.078]],
  "e_homo_ha": -0.3277,
  "orbital_gap_ev": 9.7,
  "smiles": "[H]/N=C(/N)[C@H]1OCc2ccccc2O1",
  "e_lumo_ev": 0.75
}


The DFT total energy results, record by record, are as follows: -5527.92862 -598.82423 -608.93219 a.u..
The ΔE to the lowest compared entry with this formula, charge and spin results, record by record, are as follows: 0.218 0.000 0.831 eV.